Entry 1:
Entry from the OMol25 dataset: a gas-phase ion, C8H14N3O3 (charge +1) (ωB97M-V/def2-TZVPD).

Positions of all 28 atoms, in Å:
1 C 1.40 -1.17 -0.17
2 C -0.01 1.33 0.19
3 C -2.53 -0.33 0.28
4 C -1.67 -1.67 0.46
5 C -2.09 0.55 -0.90
6 C -0.47 -1.60 1.36
7 C 0.07 0.06 -1.88
8 C 1.85 2.50 0.79
9 N -0.64 0.64 -0.86
10 N 1.01 -0.84 -1.43
11 N 2.84 -1.23 0.01
12 O -0.73 1.89 0.97
13 O 0.74 -1.44 0.85
14 O 1.31 1.42 0.02
15 H -3.45 -0.74 0.06
16 H -2.55 0.21 1.28
17 H -2.29 -2.40 0.91
18 H -1.21 -2.00 -0.52
19 H -2.38 -0.02 -1.82
20 H -2.65 1.57 -0.85
21 H -0.46 -1.81 2.35
22 H -0.19 -0.02 -2.89
23 H 1.52 2.41 1.84
24 H 1.28 3.38 0.64
25 H 2.94 2.50 0.85
26 H 1.81 -1.04 -2.19
27 H 3.43 -0.45 -0.24
28 H 3.14 -1.72 0.89

Values from the calculation:
Energy above the lowest of the compared OMol25 structures with the same formula, charge and spin (kcal/mol): 114.1
Multiplicity: 1
Net charge: +1
Kohn-Sham gap (alpha / beta) (eV): 7.58 / 6.92
HOMO energy (alpha / beta) (eV): -11.7 / -11.2

Atomic partial charges in e from the Löwdin method, atoms 1 to 2: number 1, C, carries -0.385; number 2, C, carries -0.524

=====

Entry 2:
Entry from the OMol25 dataset: a molecular structure, C49H55MoN3O2P2S2Sb (ωB97M-V/def2-TZVPD).

Positions of all 115 atoms, in Å:
1 Mo 0.68 0.10 -1.03
2 O 4.90 -0.32 -2.56
3 S 3.96 -1.04 -1.73
4 O 3.24 -2.21 -2.25
5 N 2.77 0.01 -1.12
6 C 3.13 1.40 -1.21
7 C 4.23 1.95 -0.62
8 C 4.59 3.29 -0.92
9 C 3.83 4.00 -1.79
10 C 2.61 3.53 -2.31
11 C 1.69 4.28 -3.10
12 C 0.59 3.66 -3.67
13 C 0.18 2.39 -3.18
14 N 1.05 1.66 -2.41
15 C 2.29 2.19 -2.12
16 C 4.93 -1.71 -0.37
17 C 5.90 -2.68 -0.73
18 C 6.63 -3.29 0.25
19 C 6.48 -2.97 1.57
20 C 5.70 -1.87 1.93
21 C 4.85 -1.29 0.94
22 H 4.72 1.36 0.14
23 H 5.50 3.67 -0.54
24 H 4.17 5.01 -2.02
25 H 1.88 5.37 -3.23
26 H -0.01 4.19 -4.39
27 H -0.81 1.99 -3.33
28 H 6.07 -2.89 -1.78
29 H 7.27 -4.15 0.03
30 H 7.02 -3.54 2.33
31 H 5.77 -1.40 2.91
32 H 4.39 -0.38 1.22
33 C -5.36 1.53 4.36
34 S -5.43 3.24 3.80
35 C -3.89 3.35 2.80
36 C -3.69 2.51 1.55
37 C -2.18 2.66 1.03
38 N -1.51 1.42 0.62
39 P -1.91 0.42 -0.72
40 C -3.18 -0.73 0.08
41 C -4.28 -1.30 -0.70
42 C -5.28 -2.11 -0.13
43 C -5.13 -2.37 1.24
44 C -4.10 -1.95 1.98
45 C -3.09 -1.11 1.41
46 C -2.95 0.95 -2.11
47 C -4.19 1.60 -1.98
48 C -5.00 1.80 -3.10
49 C -4.68 1.30 -4.33
50 C -3.51 0.56 -4.41
51 C -2.69 0.28 -3.29
52 P 0.19 0.90 1.04
53 C 0.40 -0.30 2.40
54 C -0.35 -0.25 3.56
55 C 0.03 -0.90 4.71
56 C 1.21 -1.68 4.75
57 C 1.76 -1.93 3.51
58 C 1.43 -1.28 2.32
59 C 0.84 2.56 1.61
60 C 0.85 3.65 0.72
61 C 1.26 4.93 1.21
62 C 1.60 5.10 2.56
63 C 1.35 4.09 3.45
64 C 1.06 2.80 3.00
65 H -4.36 0.98 4.21
66 H -6.03 0.99 3.70
67 H -5.81 1.54 5.37
68 H -3.15 3.20 3.61
69 H -3.86 4.45 2.59
70 H -4.39 2.90 0.74
71 H -3.95 1.44 1.77
72 H -1.57 3.23 1.71
73 H -2.34 3.28 0.16
74 H -4.28 -1.07 -1.71
75 H -6.03 -2.61 -0.80
76 H -5.97 -2.96 1.66
77 H -4.13 -2.14 3.10
78 H -2.28 -0.75 2.02
79 H -4.58 1.83 -0.98
80 H -5.90 2.40 -3.03
81 H -5.22 1.58 -5.34
82 H -3.31 0.08 -5.38
83 H -1.79 -0.32 -3.39
84 H -1.31 0.26 3.49
85 H -0.57 -0.75 5.66
86 H 1.63 -2.09 5.66
87 H 2.58 -2.67 3.48
88 H 2.00 -1.48 1.35
89 H 0.53 3.43 -0.28
90 H 1.35 5.74 0.50
91 H 2.07 6.01 2.94
92 H 1.51 4.25 4.55
93 H 1.10 2.02 3.79
94 C 0.97 -1.91 -4.44
95 C 0.27 -3.01 -3.67
96 Sb 0.34 -2.66 -1.46
97 C 1.70 -4.34 -0.78
98 C 2.30 -5.33 -1.80
99 C -1.38 -3.86 -0.69
100 C -1.66 -4.05 0.76
101 H 2.03 -1.76 -4.17
102 H 0.51 -0.93 -4.17
103 H 0.88 -2.06 -5.52
104 H 0.70 -4.01 -3.73
105 H -0.81 -3.10 -3.86
106 H 0.94 -4.76 -0.12
107 H 2.39 -3.80 -0.10
108 H 3.13 -5.96 -1.45
109 H 2.70 -4.76 -2.61
110 H 1.51 -5.94 -2.18
111 H -1.01 -4.81 -1.19
112 H -2.23 -3.51 -1.32
113 H -2.68 -4.55 0.97
114 H -1.57 -3.13 1.37
115 H -0.81 -4.60 1.22

Values from the calculation:
Energy above the lowest of the compared OMol25 structures with the same formula, charge and spin (kcal/mol): 0.0
Multiplicity: 3
Net charge: +3
Kohn-Sham gap (alpha / beta) (eV): 3.03 / 3.79
HOMO energy (alpha / beta) (eV): -13.9 / -13.9

Atomic partial charges in e from the Löwdin method, atoms 1 to 2: number 1, Mo, carries 1.050; number 2, O, carries -0.239

=====

Entry 3:
Entry from the OMol25 dataset: a molecular structure, CuI2 (ωB97M-V/def2-TZVPD).

Positions of all 3 atoms, in Å:
1 Cu 0.03 0.09 0.16
2 I 2.35 2.42 0.03
3 I -2.38 -2.51 -0.19

Values from the calculation:
Energy above the lowest of the compared OMol25 structures with the same formula, charge and spin (kcal/mol): 28.9
Multiplicity: 1
Net charge: -1
Kohn-Sham gap (eV): 6.90
HOMO energy (eV): -5.0

Atomic partial charges in e from the Löwdin method, atoms 1 to 2: number 1, Cu, carries 0.193; number 2, I, carries -0.542

=====

Entry 4:
Entry from the OMol25 dataset: a molecular structure, C36H90CrLiN6O4P (ωB97M-V/def2-TZVPD).

Positions of all 139 atoms, in Å:
1 Cr -12.56 -4.46 -31.02
2 Li -15.15 -3.75 -28.09
3 P -13.19 -2.97 -29.33
4 O -11.80 -3.71 -29.41
5 O -13.85 -4.33 -29.63
6 O -13.28 -2.71 -30.85
7 O -13.97 -2.36 -28.19
8 C -16.34 1.17 -29.68
9 C -16.55 1.45 -31.20
10 N -16.73 0.26 -32.02
11 C -17.97 -0.42 -31.86
12 C -19.17 0.51 -32.23
13 C -15.58 -0.65 -32.04
14 C -14.27 0.02 -32.63
15 H -16.50 2.05 -29.05
16 H -15.31 0.84 -29.53
17 H -16.90 0.30 -29.35
18 H -17.45 2.07 -31.29
19 H -15.70 2.04 -31.53
20 H -18.03 -1.24 -32.58
21 H -18.09 -0.80 -30.84
22 H -19.37 1.21 -31.42
23 H -18.96 1.02 -33.17
24 H -20.06 -0.12 -32.26
25 H -15.76 -1.51 -32.68
26 H -15.41 -1.12 -31.08
27 H -13.79 0.78 -32.02
28 H -14.46 0.39 -33.64
29 H -13.54 -0.80 -32.66
30 C -11.86 -1.10 -25.33
31 C -10.72 -1.62 -26.24
32 N -9.38 -1.29 -25.69
33 C -8.41 -2.23 -26.20
34 C -8.39 -3.52 -25.31
35 C -9.04 0.12 -26.03
36 C -7.72 0.61 -25.43
37 H -12.82 -1.30 -25.81
38 H -11.89 -0.02 -25.25
39 H -11.84 -1.64 -24.38
40 H -10.95 -2.68 -26.37
41 H -10.80 -1.21 -27.25
42 H -8.60 -2.49 -27.25
43 H -7.39 -1.88 -26.32
44 H -9.40 -3.83 -25.04
45 H -7.82 -4.31 -25.80
46 H -7.92 -3.29 -24.36
47 H -9.81 0.84 -25.72
48 H -9.07 0.23 -27.12
49 H -7.63 1.70 -25.42
50 H -6.89 0.17 -25.98
51 H -7.53 0.28 -24.41
52 C -12.49 -3.57 -34.21
53 C -11.16 -4.27 -33.65
54 N -10.85 -3.86 -32.21
55 C -10.46 -2.45 -32.30
56 C -10.15 -1.71 -30.97
57 C -9.68 -4.60 -31.74
58 C -9.81 -6.09 -31.62
59 H -13.30 -3.28 -33.54
60 H -12.91 -4.22 -34.98
61 H -12.11 -2.71 -34.77
62 H -11.33 -5.34 -33.67
63 H -10.29 -4.15 -34.30
64 H -11.20 -1.85 -32.83
65 H -9.59 -2.32 -32.94
66 H -9.38 -2.13 -30.33
67 H -11.04 -1.53 -30.37
68 H -9.85 -0.70 -31.25
69 H -8.82 -4.40 -32.38
70 H -9.42 -4.26 -30.73
71 H -9.94 -6.49 -32.63
72 H -8.90 -6.51 -31.20
73 H -10.62 -6.48 -31.01
74 C -9.16 -9.34 -29.36
75 C -9.60 -8.42 -28.23
76 N -10.80 -7.64 -28.59
77 C -11.18 -6.58 -27.61
78 C -10.07 -5.55 -27.46
79 C -11.99 -8.38 -28.98
80 C -12.43 -9.46 -27.99
81 H -8.31 -9.95 -29.07
82 H -8.85 -8.72 -30.20
83 H -9.98 -9.98 -29.69
84 H -9.75 -9.05 -27.36
85 H -8.85 -7.66 -28.01
86 H -12.03 -6.04 -28.03
87 H -11.52 -6.91 -26.63
88 H -10.44 -4.58 -27.15
89 H -9.27 -5.91 -26.82
90 H -9.64 -5.44 -28.46
91 H -11.92 -8.72 -30.01
92 H -12.88 -7.76 -29.08
93 H -12.65 -8.96 -27.04
94 H -11.62 -10.16 -27.77
95 H -13.26 -10.01 -28.43
96 C -17.06 -1.77 -26.96
97 C -17.23 -2.20 -28.42
98 N -17.27 -3.65 -28.58
99 C -18.28 -4.36 -27.76
100 C -19.72 -4.12 -28.15
101 C -17.22 -3.95 -29.99
102 C -16.93 -5.46 -30.32
103 H -17.96 -2.04 -26.41
104 H -16.77 -0.72 -26.91
105 H -16.21 -2.29 -26.53
106 H -18.18 -1.85 -28.84
107 H -16.39 -1.79 -28.97
108 H -18.07 -5.43 -27.84
109 H -18.17 -4.24 -26.68
110 H -20.32 -4.86 -27.61
111 H -20.08 -3.12 -27.88
112 H -19.88 -4.29 -29.22
113 H -16.35 -3.50 -30.46
114 H -18.16 -3.65 -30.47
115 H -16.82 -5.62 -31.39
116 H -17.73 -6.12 -30.00
117 H -16.01 -5.75 -29.80
118 C -16.36 -4.53 -24.19
119 C -16.00 -5.67 -25.15
120 N -15.12 -5.27 -26.24
121 C -13.88 -4.53 -25.87
122 C -12.98 -5.16 -24.78
123 C -14.75 -6.48 -26.99
124 C -15.93 -7.40 -27.39
125 H -15.50 -4.20 -23.62
126 H -17.00 -4.89 -23.37
127 H -16.88 -3.70 -24.65
128 H -15.56 -6.50 -24.58
129 H -16.95 -6.02 -25.57
130 H -13.29 -4.22 -26.73
131 H -14.19 -3.54 -25.51
132 H -12.59 -6.16 -24.96
133 H -12.08 -4.56 -24.62
134 H -13.46 -5.20 -23.80
135 H -13.98 -7.10 -26.52
136 H -14.23 -6.11 -27.88
137 H -16.80 -6.91 -27.83
138 H -16.29 -7.90 -26.50
139 H -15.68 -8.16 -28.13

Values from the calculation:
Multiplicity: 5
Net charge: 0
Kohn-Sham gap (alpha / beta) (eV): 6.30 / 7.62
HOMO energy (alpha / beta) (eV): -6.2 / -7.7

Atomic partial charges in e from the Löwdin method, atoms 1 to 2: number 1, Cr, carries 0.787; number 2, Li, carries 0.550

=====

Entry 5:
Entry from the OMol25 dataset: 3 unconnected molecules or ions with the total composition C2H10N4 (ωB97M-V/def2-TZVPD).

Positions of all 16 atoms, in Å:
1 C 8.16 -0.69 -0.12
2 C -9.06 -1.07 0.15
3 N 9.35 -0.14 0.14
4 N -10.42 0.77 -0.08
5 N 9.63 1.15 0.09
6 N -9.37 0.22 0.07
7 H 8.13 -1.75 -0.17
8 H 7.33 -0.13 -0.57
9 H -10.02 -1.61 0.23
10 H -8.55 -1.47 -0.75
11 H -8.37 -1.17 0.95
12 H 9.78 -0.77 0.86
13 H -10.33 1.80 -0.14
14 H 9.19 1.67 -0.60
15 H 10.64 1.50 0.28
16 H -8.03 1.19 0.18

Values from the calculation:
Energy above the lowest of the compared OMol25 structures with the same formula, charge and spin (kcal/mol): 98.5
Multiplicity: 1
Net charge: +2
Kohn-Sham gap (eV): 8.63
HOMO energy (eV): -16.4

Atomic partial charges in e from the Löwdin method, atoms 1 to 2: number 1, C, carries 0.191; number 2, C, carries -0.064

=====

Entry 6:
Entry from the OMol25 dataset: 3 unconnected molecules or ions with the total composition C2H3N3O4 (ωB97M-V/def2-TZVPD).

Positions of all 12 atoms, in Å:
1 N 1.76 -2.52 -1.66
2 C 1.04 -1.57 -1.87
3 N 0.16 -0.83 -2.21
4 H 2.74 -2.60 -1.81
5 H -0.32 -0.13 -1.69
6 O -3.39 3.82 0.19
7 C -3.75 3.17 1.06
8 O -4.12 2.51 1.92
9 O -0.01 -0.16 1.24
10 N 1.07 -0.62 1.03
11 O 1.99 -0.33 2.03
12 H 2.83 -0.75 1.77

Values from the calculation:
Energy above the lowest of the compared OMol25 structures with the same formula, charge and spin (kcal/mol): 4.6
Multiplicity: 1
Net charge: 0
Kohn-Sham gap (eV): 10.17
Structure (SMILES): N=C=N.O=C=O.O=NO
HOMO energy (eV): -10.2

Atomic partial charges in e from the Löwdin method, atoms 1 to 2: number 1, N, carries 0.142; number 2, C, carries -0.442

=====

| no. | E_tot (eV) |
| --- | --- |
| 1 | -19124.91280 |
| 2 | -108882.41013 |
| 3 | -60843.72441 |
| 4 | -93839.14768 |
| 5 | -8174.50639 |
| 6 | -14780.12429 |